# 1
Below is a molecular structure, C10H12MoNSbSe4 in a non-equilibrium geometry, with properties calculated with ωB97M-V/def2-TZVPD.

Net charge = +2
Max |F| = 0.025 Eh/bohr
Frontier orbital gap = 6.30 eV
Calculated total energy = -10356.5473 hartree
LUMO = -9.54 eV

Each line ends with the Löwdin charge.
CARTESIAN COORDINATES (ANGSTROEM)
Sb  -4.072  -2.396  -1.327  0.162
Mo  -0.973  -0.293  -0.340  0.635
Se  -1.284  -1.316  -2.305  0.383
Se  -5.467  -0.644  -1.712  0.266
Se  -3.177  -4.493  -1.247  0.213
Se  -2.505  -1.196  1.034  0.386
N  -2.628  2.371  -1.090  0.090
C  -0.020  0.759  3.039  -0.003
C  0.416  0.517  1.628  -0.322
C  1.102  1.378  -0.569  -0.265
C  1.352  -1.005  -0.075  -0.335
C  1.385  2.551  -1.447  0.014
C  1.890  -2.357  -0.439  -0.005
C  -2.034  1.406  -0.820  -0.440
C  1.495  0.095  -0.941  -0.058
C  0.779  -0.779  1.202  -0.110
C  0.496  1.552  0.697  -0.026
H  2.940  -2.388  -0.135  0.122
H  0.876  0.925  3.643  0.122
H  1.369  -3.154  0.083  0.101
H  0.754  -1.585  1.908  0.143
H  1.400  2.280  -2.500  0.106
H  0.206  2.543  1.004  0.155
H  1.989  -0.058  -1.888  0.152
H  2.382  2.919  -1.183  0.125
H  1.848  -2.533  -1.509  0.093
H  -0.542  -0.101  3.453  0.087
H  -0.650  1.642  3.121  0.106
H  0.676  3.359  -1.284  0.104



# 2
Below is C10H12N2 in the gas phase in a non-equilibrium geometry, with properties calculated with ωB97M-V/def2-TZVPD.

Max |F| = 0.036 Eh/bohr
Frontier orbital gap = 10.04 eV
Calculated total energy = -497.6851 hartree
Energy relative to the best compared isomer or geometry (same formula, charge and spin) = 202.7 kJ/mol
LUMO = 0.98 eV

Each line ends with the Löwdin charge.
CARTESIAN COORDINATES (ANGSTROEM)
N  -0.779  1.219  0.654  0.025
N  0.775  1.136  0.826  0.029
C  1.039  1.209  2.267  -0.176
C  0.038  -0.553  -0.923  -0.170
C  1.284  -0.853  -1.445  -0.046
C  0.316  -1.625  -3.512  -0.093
C  -1.342  1.464  1.969  -0.188
C  -0.298  1.025  2.957  -0.193
C  -0.045  0.021  0.469  -0.329
C  -1.114  -0.815  -1.681  -0.038
C  1.466  -1.380  -2.741  -0.073
C  -0.943  -1.328  -2.953  -0.101
H  -0.355  1.608  3.858  0.100
H  -2.253  0.908  2.030  0.109
H  -1.811  -1.561  -3.616  0.111
H  1.760  0.464  2.471  0.104
H  -1.545  2.557  2.086  0.129
H  -0.442  -0.016  3.297  0.109
H  2.481  -1.570  -3.107  0.102
H  1.420  2.216  2.437  0.115
H  2.136  -0.745  -0.790  0.106
H  -2.109  -0.613  -1.281  0.114
H  0.428  -2.027  -4.521  0.098
H  -0.109  -0.741  1.251  0.155



# 3
Below is C10H12N2O in the gas phase in a non-equilibrium geometry, with properties calculated with ωB97M-V/def2-TZVPD.

Max |F| = 0.128 Eh/bohr
Frontier orbital gap = 8.73 eV
Calculated total energy = -572.8758 hartree
Energy relative to the best compared isomer or geometry (same formula, charge and spin) = 421.1 kJ/mol
LUMO = 0.52 eV

Each line ends with the Löwdin charge.
CARTESIAN COORDINATES (ANGSTROEM)
O  -2.984  0.340  1.011  -0.043
N  -0.028  0.833  -0.002  -0.051
N  -0.118  -1.457  0.220  0.160
C  -0.734  2.173  -0.051  -0.026
C  -0.908  -0.368  0.068  -0.169
C  2.393  -1.691  0.308  -0.010
C  3.645  0.429  0.052  -0.104
C  2.401  1.122  -0.050  -0.019
C  -2.372  -0.110  -0.095  -0.531
C  1.222  0.394  -0.104  -0.243
C  1.169  -1.030  0.015  -0.224
C  -2.987  -1.408  -0.575  -0.068
C  3.468  -0.892  0.153  -0.182
H  -2.363  0.661  -0.876  0.133
H  -1.124  2.374  -1.174  0.106
H  2.249  2.305  -0.011  0.134
H  -1.710  1.822  0.700  0.150
H  0.037  3.121  0.043  0.118
H  -3.119  -2.218  0.263  0.112
H  4.525  1.072  0.039  0.108
H  -4.076  -1.072  -0.834  0.101
H  2.364  -2.771  0.370  0.113
H  -2.792  -0.402  1.753  0.204
H  -2.664  -1.959  -1.555  0.114
H  4.505  -1.268  0.330  0.118



# 4
Below is C10H12N2O2 in the gas phase in a non-equilibrium geometry, with properties calculated with ωB97M-V/def2-TZVPD.

Max |F| = 0.110 Eh/bohr
Frontier orbital gap (alpha / beta) = 8.90 / 8.90 eV
Calculated total energy = -648.1650 hartree
Energy relative to the best compared isomer or geometry (same formula, charge and spin) = 205.2 kJ/mol
LUMO (alpha / beta) = -0.68 / -0.68 eV

Each line ends with the Löwdin charge.
CARTESIAN COORDINATES (ANGSTROEM)
O  0.605  0.098  -0.056  0.013
O  -0.508  -1.804  -0.674  0.164
N  -1.834  -1.143  2.861  0.135
N  -0.737  2.134  2.148  0.186
C  -1.494  -2.472  2.663  -0.131
C  0.061  -1.051  0.044  -0.515
C  1.130  2.294  -0.955  0.006
C  0.229  -1.354  1.595  -0.098
C  1.328  0.111  -2.284  -0.019
C  -0.912  -0.438  2.207  -0.203
C  -0.309  -2.658  2.045  -0.033
C  -0.952  1.065  -1.588  -0.036
C  -0.868  0.990  2.162  -0.143
C  0.463  0.858  -1.245  -0.586
H  -1.485  1.705  -0.799  0.119
H  2.140  -0.371  -1.704  0.099
H  -2.134  -3.231  3.115  0.112
H  0.798  2.976  -1.831  0.119
H  1.801  0.840  -3.054  0.113
H  0.066  -3.672  1.766  0.131
H  0.811  -0.612  -2.971  0.098
H  -0.990  1.705  -2.527  0.116
H  -1.290  0.035  -1.779  0.088
H  2.121  2.224  -0.947  0.018
H  0.718  2.728  -0.015  0.074
H  1.242  -0.958  1.824  0.176



# 5
Below is 2 unconnected molecules or ions with the total composition C10H12N6O4 in a non-equilibrium geometry, with properties calculated with ωB97M-V/def2-TZVPD.

Max |F| = 0.080 Eh/bohr
Frontier orbital gap = 4.61 eV
Calculated total energy = -1017.3634 hartree
Energy relative to the best compared isomer or geometry (same formula, charge and spin) = 131.0 kJ/mol
LUMO = -2.28 eV

Each line ends with the Löwdin charge.
CARTESIAN COORDINATES (ANGSTROEM)
O  2.532  -1.594  0.023  0.099
O  3.808  0.330  0.189  0.040
O  -2.517  2.465  1.631  0.086
O  -2.448  0.354  1.036  0.006
N  2.596  -0.424  0.361  -0.133
N  2.965  5.081  1.541  0.171
N  -1.024  -0.776  -0.793  -0.126
N  -1.857  1.452  1.345  -0.274
N  -0.834  -2.081  -0.974  -0.310
N  3.634  1.662  0.594  0.160
C  -1.035  0.133  -1.933  -0.058
C  2.349  4.092  1.452  -0.168
C  2.341  1.704  1.002  -0.191
C  0.307  0.310  1.108  0.089
C  -1.230  -2.708  -2.218  -0.074
C  0.216  2.742  1.548  0.091
C  -0.867  -2.936  0.200  -0.060
C  1.671  0.467  0.920  -0.085
C  -0.430  1.476  1.383  -0.128
C  1.595  2.879  1.352  -0.150
H  -0.386  3.612  1.806  0.137
H  -0.330  0.950  -1.727  0.077
H  -0.630  -3.949  -0.145  0.086
H  -2.328  -2.781  -2.312  0.091
H  -0.816  -3.725  -2.195  0.086
H  -0.112  -2.627  0.932  0.069
H  -0.717  -0.377  -2.847  0.068
H  -0.830  -2.171  -3.082  0.064
H  -1.859  -2.953  0.685  0.091
H  -2.038  0.560  -2.082  0.091
H  -1.628  -0.470  0.024  0.054
H  -0.098  -0.694  1.175  0.101



# 6
Below is 2 unconnected molecules or ions with the total composition C10H12NO3P in a non-equilibrium geometry, with properties calculated with ωB97M-V/def2-TZVPD.

Max |F| = 0.070 Eh/bohr
Frontier orbital gap = 7.21 eV
Calculated total energy = -1009.8638 hartree
Energy relative to the best compared isomer or geometry (same formula, charge and spin) = 439.9 kJ/mol
LUMO = -0.62 eV

Each line ends with the Löwdin charge.
CARTESIAN COORDINATES (ANGSTROEM)
P  -3.376  1.536  -0.345  0.862
O  -3.652  -2.309  0.416  -0.125
O  3.914  -1.519  -0.299  0.065
O  4.799  0.643  0.094  0.044
N  -1.498  -0.822  -0.168  0.113
C  -0.701  0.045  0.110  -0.319
C  1.260  1.400  0.376  -0.065
C  2.941  -0.581  -0.227  -0.194
C  3.472  0.689  0.130  -0.225
C  0.781  0.130  0.143  -0.216
C  1.592  -0.925  -0.168  0.076
C  2.588  1.717  0.407  0.013
C  5.030  -0.698  -0.429  -0.131
C  -4.210  -1.011  0.510  -0.376
C  -3.788  -0.114  -0.585  -0.386
H  -3.897  -0.523  1.348  0.060
H  5.327  -0.473  -1.470  0.153
H  -5.324  -1.213  0.477  0.148
H  0.520  2.113  0.779  0.123
H  -2.675  -2.214  0.128  0.066
H  -4.243  2.179  -1.354  -0.054
H  5.826  -0.943  0.185  0.119
H  -3.642  -0.598  -1.581  0.098
H  -0.978  1.047  0.128  -0.011
H  2.846  2.633  0.895  0.115
H  1.295  -1.929  -0.271  0.120
H  -4.207  1.740  0.772  -0.073



- Among the records above, which one has the lowest calculated total energy?
  C10H12MoNSbSe4



- What is the max |F| in the first record?
  0.025 Eh/bohr



- calculated total energy of number 5 (C10H12N6O4)?
  -1017.3634 hartree



Copy entry 6 word for word.
Below is 2 unconnected molecules or ions with the total composition C10H12NO3P in a non-equilibrium geometry, with properties calculated with ωB97M-V/def2-TZVPD.

Max |F| = 0.070 Eh/bohr
Frontier orbital gap = 7.21 eV
Calculated total energy = -1009.8638 hartree
Energy relative to the best compared isomer or geometry (same formula, charge and spin) = 439.9 kJ/mol
LUMO = -0.62 eV

Each line ends with the Löwdin charge.
CARTESIAN COORDINATES (ANGSTROEM)
P  -3.376  1.536  -0.345  0.862
O  -3.652  -2.309  0.416  -0.125
O  3.914  -1.519  -0.299  0.065
O  4.799  0.643  0.094  0.044
N  -1.498  -0.822  -0.168  0.113
C  -0.701  0.045  0.110  -0.319
C  1.260  1.400  0.376  -0.065
C  2.941  -0.581  -0.227  -0.194
C  3.472  0.689  0.130  -0.225
C  0.781  0.130  0.143  -0.216
C  1.592  -0.925  -0.168  0.076
C  2.588  1.717  0.407  0.013
C  5.030  -0.698  -0.429  -0.131
C  -4.210  -1.011  0.510  -0.376
C  -3.788  -0.114  -0.585  -0.386
H  -3.897  -0.523  1.348  0.060
H  5.327  -0.473  -1.470  0.153
H  -5.324  -1.213  0.477  0.148
H  0.520  2.113  0.779  0.123
H  -2.675  -2.214  0.128  0.066
H  -4.243  2.179  -1.354  -0.054
H  5.826  -0.943  0.185  0.119
H  -3.642  -0.598  -1.581  0.098
H  -0.978  1.047  0.128  -0.011
H  2.846  2.633  0.895  0.115
H  1.295  -1.929  -0.271  0.120
H  -4.207  1.740  0.772  -0.073